[1]
{"formula": "C7H18ClIN2O2PZr", "method": "ωB97M-V with the def2-TZVPD basis set", "species": ["C", "I", "H", "H", "H", "Zr", "P", "C", "C", "H", "H", "H", "C", "H", "H", "H", "H", "H", "H", "C", "O", "Cl", "C", "N", "C", "N", "O", "H", "H", "H", "H", "H", "H"], "positions_angstrom": [[-0.5890, -0.1420, 1.3302], [-1.0253, -2.6743, -0.9079], [-0.4193, 1.0188, 1.4555], [0.1517, -0.4783, 2.0826], [-1.6175, -0.2084, 1.7133], [0.5117, 0.4428, -0.7531], [-2.1454, 0.6013, -0.9462], [-3.4419, -0.5703, -0.4179], [-2.8537, 2.1057, -0.2001], [-1.8176, 1.5438, -3.1265], [-3.5518, 1.3560, -2.7035], [-2.5850, -0.0700, -3.2290], [-2.5626, 0.8761, -2.6743], [-2.1868, 2.9541, -0.3424], [-3.8103, 2.3000, -0.6925], [-4.4090, -0.1645, -0.7044], [-3.4411, -0.7535, 0.6526], [-3.0191, 1.9672, 0.8706], [-3.3354, -1.5405, -0.9010], [-0.6628, -1.8538, 0.9495], [-1.0126, -2.4410, 1.9603], [0.6338, 2.7443, -1.2498], [4.1035, -2.3488, 0.5796], [4.2613, -0.9294, 0.8995], [3.4617, 0.0731, 0.5927], [3.7975, 1.3446, 0.9519], [2.3216, -0.0617, -0.0367], [3.0770, -2.5491, 0.3039], [4.3629, -2.9446, 1.4628], [4.7746, -2.6231, -0.2439], [5.1504, -0.6393, 1.3054], [3.1976, 2.1006, 0.6055], [4.6809, 1.5645, 1.4136]], "forces_ev_per_a": [[1.3, 0.1, 1.9], [1.6, -0.1, -0.8], [0.1, -1.1, -1.2], [-0.6, 0.7, 0.5], [0.4, 0.4, 0.1], [0.0, 0.8, -0.2], [-2.2, 0.6, -0.2], [0.3, -0.7, -0.1], [0.7, 0.2, 0.4], [-0.3, 0.0, -0.1], [0.3, -0.2, -0.1], [0.0, 0.2, 0.0], [0.4, -0.1, -0.7], [-0.1, 0.2, 0.0], [0.1, -0.1, 0.1], [0.0, 0.3, 0.0], [-0.1, 0.1, 0.2], [0.0, 0.1, 0.0], [-0.4, 0.3, -0.1], [-3.1, -2.3, 3.9], [2.3, 2.2, -4.0], [0.0, -1.8, 0.5], [0.3, -0.3, 0.0], [-0.4, 0.7, -0.3], [1.9, 1.4, 1.2], [-0.8, -1.0, -0.7], [-1.2, -0.3, -0.3], [-0.1, 0.0, -0.1], [-0.1, 0.2, -0.2], [-0.2, 0.1, 0.2], [-0.2, -0.3, 0.0], [0.8, -0.4, 0.4], [-0.4, 0.0, -0.2]], "total_charge": 3, "lumo_energy_ev": -12.926, "total_energy_ev": -45788.89288, "gap_ha": 0.2705, "multiplicity": 1, "e_above_lowest_kj_mol": 0.0, "homo_energy_ev": -20.29}

[2]
{"formula": "C24H14BrCl2MgN4O4S", "method": "ωB97M-V with the def2-TZVPD basis set", "species": ["Mg", "O", "C", "N", "C", "O", "C", "C", "C", "C", "C", "N", "C", "C", "C", "C", "C", "N", "H", "H", "H", "H", "H", "H", "H", "H", "Cl", "C", "C", "C", "C", "C", "Cl", "C", "S", "H", "H", "H", "Br", "C", "C", "C", "C", "C", "N", "C", "O", "O", "H", "H", "H"], "positions_angstrom": [[-0.5437, 0.8206, 0.0093], [-2.2759, 3.7036, -2.1475], [-1.8235, 3.0567, -1.2241], [-2.1206, 1.7933, -0.7897], [-3.1249, 1.0376, -1.3161], [-4.0192, 1.3344, -2.0872], [-3.0942, -0.3745, -0.7320], [-4.2013, -1.1933, -0.8680], [-4.2044, -2.4187, -0.2241], [-3.0976, -2.7866, 0.5271], [-2.0183, -1.9240, 0.5860], [-2.0086, -0.7432, -0.0325], [-0.7632, 3.6933, -0.3252], [-0.6781, 5.0753, -0.2593], [0.1951, 5.6428, 0.6509], [0.9672, 4.8122, 1.4527], [0.8406, 3.4440, 1.3057], [-0.0036, 2.8900, 0.4354], [-5.0338, -0.8385, -1.4594], [-5.0631, -3.0765, -0.2945], [-3.0614, -3.7319, 1.0537], [-1.1304, -2.1783, 1.1516], [-1.3075, 5.6601, -0.9156], [0.2696, 6.7194, 0.7483], [1.6477, 5.2196, 2.1878], [1.4216, 2.7574, 1.9080], [1.4000, -0.9371, 0.5295], [1.7369, -1.1266, 2.2248], [2.8150, -1.9197, 2.5737], [3.1347, -2.0964, 3.9085], [2.3582, -1.4712, 4.8729], [1.2814, -0.6865, 4.5015], [0.3608, 0.0541, 5.7782], [0.9076, -0.4650, 3.1539], [-0.4385, 0.5236, 2.7054], [3.3953, -2.4013, 1.7958], [3.9814, -2.7080, 4.1916], [2.5831, -1.5959, 5.9241], [-0.3165, -4.6138, -2.1513], [0.8328, -3.2162, -2.7659], [1.9994, -3.5874, -3.4105], [2.8076, -2.5598, -3.8767], [2.4119, -1.2514, -3.6811], [1.2330, -0.9986, -2.9868], [0.4482, -1.9821, -2.5339], [0.8611, 0.4664, -2.7617], [1.0589, 1.1982, -3.7255], [0.4028, 0.8124, -1.6212], [2.2589, -4.6281, -3.5369], [3.7326, -2.7899, -4.3931], [2.9848, -0.4147, -4.0564]], "forces_ev_per_a": [[0.3, -0.2, 1.1], [-0.1, 0.0, 0.2], [-0.1, -0.2, 0.0], [-0.6, 0.4, -0.4], [0.2, 0.2, 0.0], [0.0, 0.0, 0.1], [0.2, 0.0, 0.2], [-0.1, -0.1, 0.0], [0.0, 0.0, 0.0], [-0.1, -0.1, -0.1], [0.1, 0.1, -0.1], [-0.5, -0.2, -0.1], [0.0, -0.1, 0.1], [0.0, 0.0, 0.0], [0.1, 0.0, 0.0], [0.0, 0.2, -0.1], [0.0, -0.1, -0.2], [-0.3, 0.5, -0.1], [0.0, 0.0, 0.0], [0.0, 0.0, 0.0], [0.0, 0.1, 0.0], [0.0, 0.1, 0.0], [0.0, 0.0, 0.0], [0.0, 0.0, 0.0], [0.0, 0.0, 0.0], [-0.1, 0.0, 0.0], [0.3, -0.2, -0.1], [0.0, 0.0, 0.2], [0.0, -0.1, -0.1], [0.0, 0.0, 0.0], [0.0, 0.0, 0.0], [0.0, 0.0, -0.2], [0.0, 0.0, 0.0], [0.0, 0.0, 0.1], [0.0, 0.0, -0.1], [0.0, 0.1, 0.0], [0.0, 0.0, 0.0], [0.0, 0.0, 0.0], [-0.1, 0.0, 0.1], [0.0, 0.1, 0.0], [0.1, 0.0, 0.0], [0.0, -0.1, 0.0], [0.1, 0.0, -0.1], [0.1, 0.0, 0.1], [0.0, 0.0, 0.1], [-0.4, 0.4, 0.0], [0.1, 0.0, 0.2], [0.7, -0.6, -1.0], [0.0, 0.0, 0.0], [0.0, 0.0, 0.0], [0.0, 0.0, 0.0]], "total_charge": -1, "lumo_energy_ev": 2.384, "total_energy_ev": -150641.28330, "gap_ha": 0.2643, "multiplicity": 1, "e_above_lowest_kj_mol": 81.1, "homo_energy_ev": -4.81}

[3]
{"formula": "C43H46AuBrN5O6", "method": "ωB97M-V with the def2-TZVPD basis set", "species": ["Au", "C", "C", "C", "C", "C", "C", "C", "C", "C", "C", "C", "C", "N", "C", "O", "C", "C", "C", "C", "C", "N", "C", "O", "N", "C", "C", "C", "C", "C", "C", "C", "C", "C", "C", "C", "C", "H", "H", "H", "H", "H", "H", "H", "H", "H", "H", "H", "H", "H", "H", "H", "H", "H", "H", "H", "H", "H", "H", "H", "H", "H", "H", "H", "H", "H", "H", "H", "H", "H", "H", "H", "H", "H", "C", "N", "C", "C", "C", "O", "N", "C", "O", "H", "H", "H", "H", "H", "Br", "C", "C", "C", "C", "C", "C", "C", "O", "O", "H", "H", "H", "H"], "positions_angstrom": [[-0.3776, 0.1254, 0.0880], [3.4416, 3.3244, -0.7130], [2.1999, 3.3003, 0.1782], [2.4726, 4.1191, 1.4470], [0.9562, 3.8038, -0.5365], [1.0443, 4.8937, -1.3926], [-0.0689, 5.3779, -2.0623], [-1.2982, 4.7715, -1.8845], [-1.4343, 3.6776, -1.0317], [-2.8056, 3.0532, -0.8503], [-3.3615, 2.5360, -2.1778], [-3.7760, 4.0384, -0.1977], [-0.3024, 3.2138, -0.3592], [-0.4466, 2.0912, 0.5271], [-0.6379, 2.3616, 1.8453], [-0.7198, 3.4653, 2.3640], [-0.7818, 1.1243, 2.6859], [-0.9595, 1.0863, 4.0517], [-1.0541, -0.1603, 4.6656], [-0.9811, -1.3255, 3.9095], [-0.8128, -1.2060, 2.5456], [-0.7289, -0.0058, 2.0009], [-0.6840, -2.3369, 1.5644], [-0.7606, -3.4915, 1.9550], [-0.4238, -1.9068, 0.3076], [-0.2912, -2.9025, -0.7233], [0.9914, -3.1598, -1.2244], [1.1296, -4.0998, -2.2451], [0.0403, -4.8070, -2.7181], [-1.2084, -4.5895, -2.1573], [-1.4028, -3.6385, -1.1629], [-2.8043, -3.4753, -0.5948], [-3.8703, -3.2747, -1.6753], [-3.1816, -4.6942, 0.2565], [2.2514, -2.5747, -0.6046], [3.1241, -3.6914, -0.0257], [3.0725, -1.7379, -1.5772], [4.2297, 2.7323, -0.2446], [3.8236, 4.3415, -0.8443], [3.2338, 2.8956, -1.6909], [2.0232, 2.2610, 0.4632], [2.6800, 5.1616, 1.1853], [3.3513, 3.7225, 1.9630], [1.6291, 4.1078, 2.1305], [2.0078, 5.3616, -1.5485], [0.0254, 6.2268, -2.7293], [-2.1664, 5.1500, -2.4114], [-2.7007, 2.2010, -0.1778], [-3.5111, 3.3560, -2.8845], [-4.3215, 2.0380, -2.0269], [-2.6815, 1.8195, -2.6333], [-3.9543, 4.8995, -0.8462], [-3.3756, 4.4063, 0.7481], [-4.7378, 3.5587, -0.0024], [-1.0022, 2.0234, 4.5875], [-1.1738, -0.2223, 5.7393], [-1.0304, -2.3204, 4.3290], [2.1175, -4.3031, -2.6399], [0.1662, -5.5510, -3.4960], [-2.0526, -5.1796, -2.4932], [-2.8055, -2.5863, 0.0379], [-3.9711, -4.1660, -2.2996], [-3.6341, -2.4233, -2.3081], [-4.8392, -3.0968, -1.2031], [-3.1615, -5.5995, -0.3562], [-4.1943, -4.5803, 0.6517], [-2.4932, -4.8232, 1.0877], [1.9665, -1.9319, 0.2261], [3.6103, -4.2663, -0.8203], [2.5362, -4.3813, 0.5831], [3.8928, -3.2451, 0.6055], [3.3915, -2.3386, -2.4359], [3.9558, -1.3561, -1.0641], [2.5201, -0.8837, -1.9456], [-1.8560, -1.6830, -4.6108], [-1.0472, -0.6640, -3.9589], [-0.0516, -0.0088, -4.6332], [0.8064, 0.8081, -4.0191], [0.7867, 0.9121, -2.5647], [1.6386, 1.4960, -1.9267], [-0.2496, 0.2344, -1.9256], [-1.2230, -0.4773, -2.5935], [-2.2114, -0.9120, -2.0324], [-1.8425, -1.4975, -5.6834], [-2.8762, -1.6274, -4.2408], [-1.4649, -2.6802, -4.3993], [-0.0312, -0.1803, -5.7019], [1.5715, 1.3486, -4.5522], [2.2854, -3.0309, 3.8384], [2.3125, -1.2615, 4.5214], [2.0546, -1.0842, 5.8738], [2.0430, 0.1954, 6.4085], [2.2705, 1.2878, 5.5805], [2.4977, 1.0897, 4.2286], [2.5394, -0.1897, 3.6712], [2.8016, -0.3189, 2.1830], [3.8472, -0.8530, 1.8125], [1.8774, 0.1855, 1.4917], [1.8661, -1.9467, 6.4991], [1.8475, 0.3354, 7.4644], [2.2664, 2.2911, 5.9872], [2.6374, 1.9375, 3.5686]], "forces_ev_per_a": [[-0.2, -0.2, -0.3], [0.1, 0.1, -0.1], [-0.1, 0.0, 0.1], [0.0, 0.0, -0.1], [0.2, 0.1, 0.1], [0.0, 0.0, 0.0], [0.0, 0.0, 0.0], [0.0, -0.1, 0.0], [-0.1, 0.1, -0.1], [0.1, -0.1, 0.0], [0.0, 0.0, 0.0], [0.0, 0.0, 0.1], [-0.1, -0.3, 0.1], [0.0, 0.6, 0.2], [0.0, 0.2, -0.2], [0.0, 0.0, 0.0], [0.0, 0.0, 0.0], [0.0, -0.1, 0.0], [0.0, 0.0, -0.1], [0.0, 0.0, 0.0], [-0.1, -0.1, 0.0], [-0.1, 0.1, 0.6], [0.4, -0.1, 0.1], [-0.1, 0.0, -0.1], [-0.4, -0.5, -0.5], [0.2, 0.1, 0.4], [0.2, -0.1, 0.0], [0.0, 0.1, 0.0], [0.0, 0.0, 0.0], [0.0, 0.0, 0.0], [-0.2, 0.0, -0.1], [0.0, 0.0, 0.1], [0.0, 0.0, -0.1], [0.0, 0.0, 0.0], [-0.2, 0.0, 0.1], [0.0, 0.0, 0.1], [0.1, -0.1, 0.0], [0.0, 0.0, 0.0], [0.0, 0.0, 0.0], [0.1, 0.1, 0.1], [0.0, 0.1, 0.0], [0.0, 0.0, 0.0], [0.0, 0.0, 0.0], [-0.1, 0.0, 0.1], [0.0, 0.0, 0.0], [0.0, 0.0, 0.0], [0.0, 0.0, 0.0], [0.0, 0.0, 0.0], [0.0, 0.0, 0.0], [0.0, 0.0, 0.0], [0.1, -0.1, 0.0], [0.0, 0.0, 0.0], [0.0, 0.0, 0.0], [0.0, 0.0, 0.0], [0.0, 0.0, 0.1], [0.0, 0.0, 0.0], [0.0, 0.0, 0.1], [0.0, 0.0, 0.0], [0.0, 0.0, 0.0], [0.0, 0.0, 0.0], [0.0, 0.0, 0.0], [0.0, 0.0, 0.0], [-0.1, -0.1, 0.1], [0.0, 0.0, 0.0], [0.0, 0.0, 0.0], [0.0, 0.0, 0.0], [0.1, 0.0, 0.0], [0.0, 0.1, 0.0], [0.0, 0.0, 0.0], [0.0, 0.0, 0.0], [0.0, 0.0, 0.0], [0.0, 0.0, 0.0], [0.0, 0.0, 0.0], [-0.1, 0.2, -0.1], [0.0, 0.1, 0.0], [0.1, -0.1, 0.0], [-0.1, 0.0, 0.0], [0.1, 0.1, 0.1], [-0.1, -0.4, 0.1], [-0.1, -0.2, -0.1], [0.0, -0.1, -0.5], [0.2, 0.5, 0.1], [0.0, 0.0, 0.1], [0.0, 0.0, 0.0], [0.0, 0.0, 0.0], [0.0, 0.0, 0.0], [0.0, 0.0, 0.0], [0.0, 0.0, 0.0], [0.0, 0.0, 0.0], [0.1, 0.0, 0.0], [0.0, 0.0, 0.0], [0.0, 0.0, 0.0], [0.0, 0.0, 0.0], [0.0, 0.0, 0.0], [0.1, 0.1, 0.4], [-0.1, 0.0, -0.3], [0.1, -0.1, 0.1], [0.1, 0.1, -0.1], [0.0, 0.0, 0.0], [0.0, 0.0, 0.0], [0.0, 0.0, 0.0], [0.0, 0.0, 0.0]], "total_charge": -1, "lumo_energy_ev": 1.976, "total_energy_ev": -138813.77661, "gap_ha": 0.2851, "multiplicity": 1, "e_above_lowest_kj_mol": 0.0, "homo_energy_ev": -5.78}

[4]
{"formula": "C12H22N4O4", "method": "ωB97M-V with the def2-TZVPD basis set", "species": ["C", "N", "C", "O", "C", "N", "C", "O", "C", "C", "C", "N", "O", "N", "C", "C", "O", "C", "C", "C", "H", "H", "H", "H", "H", "H", "H", "H", "H", "H", "H", "H", "H", "H", "H", "H", "H", "H", "H", "H", "H", "H"], "positions_angstrom": [[-0.1108, -2.3500, -2.8143], [0.0030, -1.9444, -1.4115], [1.1330, -1.9096, -0.7369], [2.2522, -2.1974, -1.2503], [1.0426, -1.3991, 0.7125], [0.5616, 0.0014, 0.6953], [-0.6723, 0.4492, 0.4810], [-1.6473, -0.3211, 0.3591], [-0.8695, 1.9848, 0.3276], [-2.2949, 2.5200, 0.5310], [-2.6251, 2.4515, 1.9923], [-2.9926, 1.2748, 2.4790], [-2.3587, 3.3629, 2.7642], [0.0428, 2.8214, 1.1394], [1.3342, 2.9976, 0.8837], [2.0393, 4.0711, 1.6884], [1.9390, 2.3283, 0.0190], [2.3621, -1.5749, 1.5211], [2.5550, -0.6312, 2.7210], [2.5852, -3.0309, 1.9691], [-0.8196, -1.7520, -3.3219], [-0.3938, -3.3769, -2.8373], [0.8481, -2.2459, -3.3061], [-0.7979, -1.4830, -0.9411], [0.2712, -1.9801, 1.1873], [1.2951, 0.6954, 0.4929], [-0.6327, 2.1649, -0.7394], [-2.4066, 3.5272, 0.1385], [-2.9904, 1.9021, -0.0049], [-3.0012, 0.4732, 1.8772], [-3.2196, 1.2371, 3.4498], [-0.3394, 3.3597, 1.8996], [1.8096, 5.0727, 1.2659], [1.7445, 3.9383, 2.7310], [3.1154, 3.9057, 1.6406], [3.1962, -1.3840, 0.8473], [3.5298, -0.8606, 3.1192], [2.4979, 0.4282, 2.4503], [1.7882, -0.8212, 3.4611], [2.5584, -3.7480, 1.1331], [1.8354, -3.3638, 2.7522], [3.5870, -3.1156, 2.3752]], "forces_ev_per_a": [[1.1, 0.1, 1.1], [-2.0, 0.7, -0.1], [4.1, -0.3, -0.9], [-2.3, 0.3, 1.2], [-0.3, 0.2, 0.3], [1.4, 0.7, -0.3], [-1.2, -0.9, 0.3], [0.3, 0.7, 0.0], [0.9, 0.6, -0.4], [-0.1, -0.7, 0.0], [1.1, 0.7, 0.8], [-0.7, -0.8, -0.5], [-0.2, 0.9, -0.2], [-0.7, -0.5, -0.2], [1.8, -0.4, -1.4], [0.0, -0.2, -0.2], [-0.7, 0.7, 0.9], [0.2, 0.0, -0.4], [-0.7, -0.2, -0.8], [-1.1, -0.4, 0.2], [-0.9, 0.6, -0.4], [-0.3, -0.8, -0.3], [0.2, 0.0, 0.1], [0.5, -0.7, -0.5], [-0.5, -0.3, 0.4], [-0.2, -0.2, 0.1], [0.2, 0.0, 0.4], [0.3, 0.1, 0.3], [-0.2, -0.5, -0.4], [-0.2, -0.4, 0.0], [0.1, -0.2, 0.4], [-0.5, 0.0, 0.1], [0.0, -0.6, 0.5], [-0.1, 0.6, 0.0], [-0.1, 0.0, -0.2], [-0.1, 0.2, -0.3], [0.3, 0.1, 0.4], [0.1, -0.2, 0.0], [-0.1, 0.0, 0.4], [-0.2, 0.4, 0.2], [0.8, 0.4, -0.8], [0.1, 0.0, 0.3]], "lumo_energy_ev": 0.561, "total_energy_ev": -26953.76674, "smiles": "CNC(=O)[C@H](NC(=O)[C@@H](CC(N)=O)NC(C)=O)C(C)C", "gap_ha": 0.3629, "multiplicity": 1, "e_above_lowest_kj_mol": 0.0, "homo_energy_ev": -9.31}

[5]
{"formula": "C3H10N2S2", "method": "ωB97M-V with the def2-TZVPD basis set", "species": ["S", "S", "C", "C", "C", "N", "N", "H", "H", "H", "H", "H", "H", "H", "H", "H", "H"], "positions_angstrom": [[0.1962, 2.8296, 0.1544], [-1.9027, -0.6217, -2.1919], [-0.6786, 0.2150, -1.1923], [0.2635, -0.9895, -0.5313], [1.1569, -0.4498, 0.5500], [0.4417, 0.1599, 1.6000], [-0.5951, -1.9827, 0.0284], [-0.3842, 3.9092, 0.6059], [-0.0368, 0.8214, -1.8007], [-1.2322, 0.8350, -0.4927], [0.9131, -1.3331, -1.2915], [1.6891, -1.3239, 0.8711], [1.8049, 0.2533, 0.0182], [-0.0445, 1.0732, 1.4896], [0.9127, 0.1198, 2.4937], [-1.1793, -1.9861, -0.8828], [-1.3248, -1.5294, 0.5721]], "forces_ev_per_a": [[0.4, -0.6, -0.9], [0.5, 1.6, 0.3], [1.1, -2.9, -2.6], [-1.6, 2.0, 2.4], [0.1, 1.4, -1.3], [-1.3, 0.2, 1.8], [-1.5, -0.3, -3.4], [-0.7, 0.8, 0.3], [0.0, 0.6, -0.3], [-0.3, 0.8, 1.6], [0.2, -0.7, -1.2], [0.6, -0.2, 0.6], [0.7, 0.1, 0.2], [1.0, -1.1, -0.3], [-0.1, 0.0, -0.1], [0.4, -1.9, 2.0], [0.5, 0.2, 0.9]], "lumo_energy_ev": -4.635, "total_energy_ev": -27917.85460, "gap_ha": 0.1438, "multiplicity": 1, "e_above_lowest_kj_mol": 587.6, "homo_energy_ev": -8.55}